<A>
Below is a molecular structure, C33H32BrN5O3RuS, with properties calculated with the ωB97M-V functional and the def2-TZVPD basis.

```
76
C33H32BrN5O3RuS, DFT the ωB97M-V functional and the def2-TZVPD basis
Ru 0.54210 -1.08748 -0.03773
N -1.03349 -2.83364 1.10273
C -2.37349 -2.75510 1.67103
C -2.58651 -1.39853 2.34388
C -2.72925 -0.36777 1.19054
O -3.85152 0.02830 0.89368
O -1.65841 -0.06961 0.59032
H -0.93228 -3.64929 0.50631
H -0.35157 -2.89585 1.85470
H -2.55607 -3.56752 2.39968
H -3.10546 -2.86713 0.86260
H -1.72522 -1.15524 2.97119
H -3.50077 -1.41228 2.93960
C 0.59682 0.90748 -0.91976
C 0.15800 2.00074 -1.28346
C -0.30203 3.26092 -1.66447
C -0.74064 3.51302 -2.99910
C -0.41081 2.62355 -4.04230
C -0.91624 2.80502 -5.30818
C -1.77430 3.86493 -5.57995
C -2.08955 4.76848 -4.57374
C -1.58321 4.60369 -3.30451
C -0.35330 4.28759 -0.63926
C 0.11853 5.58463 -0.87568
C 0.13043 6.52384 0.13308
C -0.34893 6.20766 1.39465
C -0.83313 4.93044 1.63804
C -0.82757 3.97803 0.64017
H 0.25171 1.79642 -3.82645
H -0.65034 2.11877 -6.10207
H -2.20595 3.97711 -6.56389
H -2.75078 5.59970 -4.78822
H -1.86574 5.29448 -2.52157
H 0.51909 5.84264 -1.84477
H 0.51103 7.51645 -0.06660
H -0.32680 6.95013 2.18030
H -1.22430 4.67575 2.61325
H -1.22525 2.98941 0.81522
C -3.03131 -2.61204 -4.25206
N -1.69467 -2.58754 -3.71322
C -1.34177 -2.04431 -2.50018
N -2.18227 -1.20269 -1.90266
O -0.25316 -2.37596 -2.02296
H -3.02848 -3.21656 -5.15603
H -3.35431 -1.60283 -4.51456
H -3.75135 -3.03986 -3.54538
H -1.07412 -3.33176 -3.98864
H -3.04162 -0.89446 -2.31765
H -1.87121 -0.72198 -1.04179
N 0.50036 1.43965 2.09606
C 0.96386 0.46643 2.86117
N 1.02848 -0.77680 2.50747
C 1.57297 -1.56978 3.47936
C 1.79822 -2.94109 3.40376
C 2.38117 -3.59309 4.47220
C 2.74976 -2.90883 5.62513
C 2.53821 -1.54347 5.72716
C 1.94877 -0.89122 4.66115
S 1.58211 0.81112 4.51027
H 0.24403 1.17910 1.12891
H 0.55827 2.40495 2.36661
H 1.56126 -3.48028 2.49948
H 2.57561 -4.65339 4.39703
H 3.20751 -3.44429 6.44666
H 2.82758 -0.99722 6.61383
Br 6.13804 -5.23672 -0.02892
C 4.56589 -4.11371 0.00051
C 4.60470 -2.91574 0.68181
C 3.46206 -2.13024 0.71941
C 2.27096 -2.49770 0.08271
C 2.29582 -3.71790 -0.60279
C 3.42119 -4.52967 -0.64711
H 5.50682 -2.59717 1.18353
H 3.51433 -1.19864 1.27508
H 1.40771 -4.05106 -1.12899
H 3.40378 -5.47300 -1.17562
```

2S+1: 2
net charge: -1
molecular weight: 759.69 g/mol

<B>
Below is a molecular structure, C33H32BrN5O3RuS, with properties calculated with the ωB97M-V functional and the def2-TZVPD basis.

```
76
C33H32BrN5O3RuS, DFT the ωB97M-V functional and the def2-TZVPD basis
Ru 0.06476 -0.15183 0.29639
N -1.91970 -0.44372 1.11176
C -2.36542 -1.75624 1.63085
C -1.20070 -2.62745 2.09159
C -0.44904 -3.20190 0.88826
O -0.22363 -4.40558 0.81950
O -0.13077 -2.32568 0.00435
H -2.02361 0.28233 1.80861
H -2.43687 -0.14333 0.29124
H -2.92147 -2.26759 0.84527
H -3.05124 -1.59509 2.46696
H -1.54076 -3.44962 2.72074
H -0.51793 -2.00519 2.67555
C -0.92276 1.18088 -0.62328
C -1.40818 2.08154 -1.33339
C -1.95941 3.05346 -2.14547
C -1.07634 4.12253 -2.59661
C -1.27054 4.84819 -3.78854
C -0.40967 5.86204 -4.17379
C 0.69324 6.19918 -3.39703
C 0.92734 5.46829 -2.23568
C 0.07276 4.45041 -1.84848
C -3.36609 2.95266 -2.51854
C -4.14035 4.05787 -2.92078
C -5.47735 3.92715 -3.25533
C -6.11371 2.69331 -3.18994
C -5.37761 1.59439 -2.76256
C -4.03893 1.71889 -2.43633
H -2.09646 4.58616 -4.43676
H -0.60231 6.39705 -5.09732
H 1.35230 7.00740 -3.68873
H 1.78943 5.69633 -1.61776
H 0.27731 3.88303 -0.94881
H -3.69079 5.04192 -2.93322
H -6.03380 4.80524 -3.56460
H -7.15932 2.59348 -3.45290
H -5.85239 0.62215 -2.68990
H -3.47726 0.85000 -2.11572
C 5.43815 1.61647 -2.09524
N 4.15753 1.35208 -1.49031
C 2.99285 2.02829 -1.74733
N 3.06062 2.98911 -2.72567
O 1.95088 1.74498 -1.17961
H 6.11671 0.80179 -1.85047
H 5.88922 2.54863 -1.73695
H 5.35755 1.66229 -3.18423
H 4.06262 0.60968 -0.81950
H 3.93416 3.44058 -2.93106
H 2.23656 3.57224 -2.78061
N 3.02099 -1.90035 1.18155
C 2.83023 -1.81153 -0.16398
N 1.99553 -1.01063 -0.73470
C 2.05492 -1.12080 -2.12176
C 1.24584 -0.42775 -3.01851
C 1.43936 -0.63616 -4.37133
C 2.40829 -1.52795 -4.83812
C 3.20016 -2.23884 -3.95378
C 3.00950 -2.02447 -2.59563
S 3.82449 -2.76753 -1.24606
H 2.30329 -1.46172 1.74508
H 3.35780 -2.78211 1.52978
H 0.49102 0.25133 -2.63995
H 0.81918 -0.10303 -5.08035
H 2.53614 -1.67338 -5.90332
H 3.93984 -2.94478 -4.30879
Br 2.82401 2.35969 5.92397
C 2.02052 1.63868 4.35397
C 0.76150 1.07402 4.43196
C 0.18257 0.55315 3.28093
C 0.83492 0.55392 2.03514
C 2.10534 1.15751 2.01628
C 2.69995 1.69419 3.15065
H 0.23700 1.04228 5.37828
H -0.80902 0.12846 3.38434
H 2.63328 1.22675 1.07300
H 3.67646 2.15833 3.09639
```

2S+1: 2
net charge: -1
molecular weight: 759.69 g/mol

Which structure wins on stability? <B> wins.

<A>
Below is 2 unconnected molecules or ions with the total composition C3H9N, with properties calculated with the ωB97M-V functional and the def2-TZVPD basis.

```
13
C3H9N, DFT the ωB97M-V functional and the def2-TZVPD basis
C 0.55298 0.29219 -5.89567
C 0.26522 1.05900 -4.86880
H 1.43561 -0.32994 -5.94288
H -0.14184 0.29288 -6.72682
H 0.81143 1.20446 -3.94089
H -0.49104 1.83849 -4.87415
C -0.65021 -0.33603 5.37820
N -0.12078 -0.90109 4.14963
H 0.06619 0.11475 6.06838
H -1.32873 -1.01281 5.90192
H -1.38467 0.42989 5.09533
H 0.20124 -0.14189 3.56895
H 0.35774 -1.76670 4.27041
```

2S+1: 1
SMILES: C=C.CN
net charge: 0
molecular weight: 59.11 g/mol

<B>
Below is C3H9N in the gas phase, with properties calculated with the ωB97M-V functional and the def2-TZVPD basis.

```
13
C3H9N, DFT the ωB97M-V functional and the def2-TZVPD basis
C 0.29716 0.65888 1.26979
C 0.20312 1.03701 -0.20356
C -0.62040 -1.23017 -0.88529
H 0.31997 1.50826 2.01853
H -0.56743 0.08271 1.66162
H 1.21572 -0.00778 1.45614
H -0.75752 1.43897 -0.47536
H 0.96431 1.84335 -0.40042
H 1.31270 -0.63292 -0.85015
H -0.78043 -1.54359 0.14514
H -1.63327 -0.85855 -1.18842
H -0.38277 -2.10646 -1.46894
N 0.42885 -0.18970 -1.07908
```

2S+1: 1
SMILES: CCNC
net charge: 0
molecular weight: 59.11 g/mol

Which structure wins on stability? <B> wins.

<A>
Below is 2 unconnected molecules or ions with the total composition C3H9N, with properties calculated with the ωB97M-V functional and the def2-TZVPD basis.

```
13
C3H9N, DFT the ωB97M-V functional and the def2-TZVPD basis
C -2.46001 0.88617 1.51753
H -2.33814 -0.10032 1.07043
H -3.44107 1.11251 1.91445
H -1.71847 0.92238 2.31419
H -2.27461 1.60955 0.72813
C 1.90353 -0.29641 0.10546
C 0.00764 -0.19676 -1.24665
N 1.10602 -0.77140 -1.02311
H 2.80605 -0.89448 0.19696
H 2.22730 0.73495 -0.06467
H 1.29041 -0.32137 1.00689
H -0.55229 -0.56293 -2.10209
H -0.38246 0.61964 -0.63351
```

2S+1: 1
SMILES: C=NC.C
net charge: 0
molecular weight: 59.11 g/mol

<B>
Below is C3H9N in the gas phase, with properties calculated with the ωB97M-V functional and the def2-TZVPD basis.

```
13
C3H9N, DFT the ωB97M-V functional and the def2-TZVPD basis
C 1.09967 -0.74494 -0.43528
C -0.52562 -0.29385 1.21020
C -0.66467 0.87361 -0.81211
H 1.38861 -1.80740 -0.21233
H 1.74818 -0.05947 0.03980
H 1.40975 -0.61409 -1.52679
H -0.23238 -1.20115 1.75975
H -1.60707 -0.05520 1.34121
H 0.03575 0.59018 1.64578
H -0.22353 0.93178 -1.83097
H -1.79691 0.93694 -0.74044
H -0.33934 1.81440 -0.23164
N -0.29244 -0.37081 -0.20719
```

2S+1: 1
SMILES: CN(C)C
net charge: 0
molecular weight: 59.11 g/mol

Which structure wins on stability? <B> wins.

<A>
Below is 2 unconnected molecules or ions with the total composition C4H12N3O2S, with properties calculated with the ωB97M-V functional and the def2-TZVPD basis.

```
22
C4H12N3O2S, DFT the ωB97M-V functional and the def2-TZVPD basis
C -1.39641 -0.33174 -0.01384
C 0.87364 -2.03796 -0.28386
C 2.93902 0.92980 0.07644
C 0.49409 -0.68929 -0.72949
N -1.95606 -1.00368 0.97517
N -1.88851 0.76499 -0.56504
N -3.04392 1.33668 -0.27199
O 0.66629 1.90391 -0.19849
O 0.84065 0.29686 1.63432
S 1.21175 0.63625 0.28802
H 0.80029 -2.07790 0.76575
H 0.30863 -2.78703 -0.82658
H 1.94557 -2.11617 -0.47450
H 2.93506 0.90118 -0.98085
H 3.20865 1.91242 0.35678
H 3.55049 0.05303 0.29658
H 0.47987 -0.39357 -1.78284
H -2.69925 -0.54061 1.53745
H -1.37733 1.24154 -1.32075
H -3.36013 1.31621 0.76285
H -1.32706 -1.51777 1.51977
H -3.20535 2.20286 -0.76490
```

2S+1: 1
net charge: +1
molecular weight: 166.23 g/mol

<B>
Below is a gas-phase ion, C4H12N3O2S (charge +1), with properties calculated with the ωB97M-V functional and the def2-TZVPD basis.

```
22
C4H12N3O2S, DFT the ωB97M-V functional and the def2-TZVPD basis
C -1.52760 -0.32440 -0.55300
C -2.69824 1.70636 -0.32385
C 0.83358 -2.08981 0.38760
C 3.30440 0.07625 0.51194
N -2.51314 0.41572 -0.88006
N 0.49034 -0.69066 0.80007
N -0.80010 -0.17502 0.44060
O 0.99739 1.66639 0.52601
O 1.29859 0.33384 -1.42614
S 1.58578 0.53660 -0.02531
H -1.51823 -1.34801 -0.91619
H -3.15882 1.52321 0.72125
H -1.78279 2.44133 -0.18337
H -3.34646 2.27518 -1.07429
H 1.38541 -2.41782 1.17822
H -0.04827 -2.74328 0.47202
H 1.32771 -2.17862 -0.50965
H 3.85019 0.90485 0.06866
H 3.02454 0.09322 1.56273
H 3.40439 -0.90869 -0.04981
H -3.09523 0.15996 -1.71998
H -1.01344 0.74340 0.99253
```

2S+1: 1
SMILES: CN/C=[NH+]/N(C)S(C)(=O)=O
net charge: +1
molecular weight: 166.23 g/mol

Which structure wins on stability? <A> wins.